C22H15Br2N5OSTi as an isolated structure in a non-equilibrium geometry. Source: the Open Molecules 2025 dataset; level of theory: the ωB97M-V functional and the def2-TZVPD basis.

Summary:
HOMO: -13.733 eV
multiplicity: 1
orbital gap: 6.072 eV
relative energy (zero: lowest compared OMol25 entry of this formula, charge and spin): 0.4005 eV
net charge: +2

```
47
Properties=species:S:1:pos:R:3:lowdin_charge:R:1
Ti -0.59732 0.96744 0.45663 1.015
N 2.60365 2.70606 1.31747 0.181
C 1.69862 2.07990 0.59959 -0.801
S 0.53091 2.90757 -0.38503 0.798
N 1.56051 0.73410 0.86888 -0.026
N 0.98387 -0.03403 -0.10878 -0.137
C 1.22084 -0.08740 -1.39028 -0.150
C 2.46784 0.21646 -2.04449 -0.168
C 2.49179 0.66714 -3.37377 -0.003
C 3.70494 0.98309 -3.95207 -0.031
C 4.88534 0.83283 -3.23377 -0.017
C 4.86465 0.37387 -1.92144 -0.032
C 3.65976 0.07348 -1.31610 -0.003
C -0.05247 -0.42982 -2.09969 -0.171
C -0.18283 -1.10155 -3.28534 0.039
C -1.47366 -1.32583 -3.77881 0.025
C -2.56491 -0.84646 -3.07731 0.010
C -2.35675 -0.16839 -1.88532 -0.048
N -1.13479 0.02708 -1.39208 0.020
H 2.60685 3.71463 1.36540 0.134
H 3.24987 2.17794 1.88558 0.143
H 1.57198 0.81050 -3.92409 0.122
H 3.73086 1.35277 -4.96793 0.124
H 5.83227 1.07051 -3.69941 0.126
H 5.79027 0.24979 -1.37637 0.123
H 3.63454 -0.29294 -0.29800 0.122
H 0.68929 -1.46345 -3.81121 0.139
H -1.61096 -1.86745 -4.70468 0.136
H -3.57003 -0.99090 -3.44666 0.133
H -3.18835 0.22662 -1.31439 0.139
Br -4.44205 2.93427 2.94957 0.914
C -3.72834 1.23924 3.13791 -0.606
C -4.26393 0.37133 4.09376 -0.137
C -3.71804 -0.86243 4.31477 -0.606
Br -4.47806 -1.97203 5.61380 0.890
C -2.57826 -1.29582 3.59008 -0.166
C -1.90788 -2.50075 3.72472 0.031
C -0.79958 -2.76195 2.93869 -0.006
C -0.35371 -1.82591 2.03962 -0.074
N -0.95842 -0.64442 1.84438 0.031
C -2.05923 -0.38789 2.62367 -0.135
C -2.64647 0.84368 2.38028 -0.368
O -2.01554 1.51269 1.43273 -0.173
H -5.11312 0.70224 4.67523 0.113
H -2.25144 -3.22687 4.45106 0.107
H -0.26442 -3.69454 3.04033 0.127
H 0.53191 -1.99438 1.44287 0.118
```

***

A 2-piece molecular cluster, C17H38NO2 overall. Source: the Open Molecules 2025 dataset; level of theory: the ωB97M-V functional and the def2-TZVPD basis.

Summary:
HOMO: -11.815 eV
multiplicity: 1
orbital gap: 8.853 eV
net charge: +1

```
58
Properties=species:S:1:pos:R:3:lowdin_charge:R:1
C -2.09073 -4.80291 0.01005 -0.108
C -2.28231 -4.07421 -1.31688 -0.270
C -1.40444 -4.62882 -2.43675 -0.217
C 0.07343 -4.22747 -2.37702 -0.201
C 0.33773 -2.71834 -2.26276 -0.215
C 1.45897 -2.22694 -3.18373 -0.206
C 1.42411 -0.72499 -3.46408 -0.189
C 1.41213 0.14194 -2.19582 -0.184
C 2.78060 0.13438 -1.54140 -0.110
N 2.97000 1.17574 -0.46135 -0.069
C 2.75356 2.59032 -0.94504 -0.059
C 1.46878 3.15187 -0.38533 -0.178
O 1.57342 3.25780 1.01000 -0.108
C 1.88185 2.04628 1.67854 -0.146
C 2.16142 0.85233 0.76260 -0.063
H -2.78475 -4.41542 0.75594 0.070
H -2.29977 -5.86555 -0.10084 0.075
H -1.08360 -4.67659 0.40636 0.066
H -2.10825 -3.00846 -1.15935 0.090
H -3.32778 -4.16352 -1.61486 0.107
H -1.82082 -4.37645 -3.41279 0.111
H -1.44764 -5.71787 -2.36523 0.111
H 0.56203 -4.60166 -3.27732 0.106
H 0.53802 -4.75039 -1.54092 0.108
H 0.61968 -2.50120 -1.22823 0.105
H -0.56896 -2.14537 -2.46461 0.111
H 2.42987 -2.50841 -2.76750 0.114
H 1.38762 -2.74652 -4.14001 0.116
H 2.30654 -0.45864 -4.05194 0.115
H 0.55724 -0.47350 -4.07124 0.121
H 0.66955 -0.25178 -1.50352 0.102
H 1.10946 1.15372 -2.46237 0.111
H 3.56743 0.30071 -2.27532 0.143
H 2.96970 -0.82434 -1.05874 0.140
H 3.94872 1.09837 -0.19820 0.184
H 2.78328 2.59865 -2.03049 0.138
H 3.57065 3.19361 -0.55585 0.149
H 1.34980 4.16049 -0.77509 0.147
H 0.58899 2.57829 -0.69128 0.133
H 1.02388 1.76076 2.29087 0.124
H 2.72611 2.22432 2.34221 0.136
H 2.72734 0.11898 1.33291 0.148
H 1.23723 0.37747 0.45421 0.128
C -1.74491 4.66668 3.82524 -0.068
C -1.22633 3.39561 3.17804 -0.295
O -1.42263 2.21980 3.94126 -0.168
C -2.77132 1.89453 4.24479 -0.274
C -3.64063 1.65486 3.02313 -0.078
H -1.31898 4.78812 4.82143 0.087
H -1.46809 5.53059 3.22063 0.080
H -2.83109 4.66482 3.91958 0.071
H -0.14509 3.47003 3.05415 0.095
H -1.65216 3.27606 2.17298 0.109
H -3.21435 2.66369 4.88541 0.111
H -2.70992 0.98363 4.83925 0.120
H -3.77285 2.55879 2.42689 0.067
H -4.62980 1.32032 3.33461 0.080
H -3.20195 0.88578 2.38475 0.077
```

***

One molecule with the formula C2H7N5 in a non-equilibrium geometry. Source: the Open Molecules 2025 dataset; level of theory: the ωB97M-V functional and the def2-TZVPD basis.

Summary:
HOMO: -8.230 eV
SMILES: NN1CC=NN1N
multiplicity: 1
orbital gap: 9.227 eV
relative energy (zero: lowest compared OMol25 entry of this formula, charge and spin): 4.7649 eV
net charge: 0

```
14
Properties=species:S:1:pos:R:3:lowdin_charge:R:1
N 1.41573 1.12173 -0.46365 0.015
N 0.47411 0.27572 0.18961 -0.165
C 0.70926 -1.15056 0.21955 -0.173
C -0.67098 -1.68859 -0.06577 -0.117
N -1.54585 -0.77637 -0.28267 0.045
N -0.99832 0.46317 -0.34076 -0.231
N -1.72620 1.44021 0.28332 -0.015
H 1.98760 0.67630 -1.35038 0.141
H 2.08263 1.28481 0.19085 0.008
H 1.04103 -1.41400 1.14837 0.073
H 1.42945 -1.45964 -0.47943 0.088
H -0.95051 -2.71175 -0.29859 0.102
H -1.68213 2.44727 -0.11851 0.113
H -1.56583 1.49170 1.36808 0.116
```

***

C27H29BiF6N7O4P as an isolated structure in a non-equilibrium geometry. Source: the Open Molecules 2025 dataset; level of theory: the ωB97M-V functional and the def2-TZVPD basis.

Summary:
HOMO (spin up / spin down): -10.515 / -10.515 eV
multiplicity: 2
⟨S²⟩: 0.7567
orbital gap (spin up / spin down): 7.031 / 5.581 eV
relative energy (zero: lowest compared OMol25 entry of this formula, charge and spin): 0.0000 eV
net charge: +1

```
75
Properties=species:S:1:pos:R:3:lowdin_charge:R:1
Bi 0.82557 0.22560 0.20538 2.049
C 3.13204 -1.06722 2.04856 -0.179
C 2.58331 0.01448 2.98844 -0.175
N 1.18466 0.42415 2.67703 -0.174
C 0.92752 1.85520 2.93028 -0.174
C 1.38019 2.76399 1.85041 -0.259
C 1.45666 4.13047 2.12774 0.027
C 2.01059 4.95160 1.10236 -0.003
C 2.46842 4.39799 -0.06899 0.014
C 2.37260 2.99742 -0.20659 -0.244
C 2.81932 2.36879 -1.50747 -0.133
N 2.60732 0.91113 -1.68554 -0.104
C 3.84941 0.08558 -1.62157 -0.155
C 4.15226 -0.16422 -0.12615 -0.162
N 3.01876 -0.86638 0.56594 -0.184
N 1.88886 2.19801 0.72225 -0.007
H 2.58784 -1.97581 2.23349 0.116
H 4.22925 -1.32782 2.25847 0.155
H 3.26777 0.88253 2.86259 0.134
H 2.59818 -0.42622 3.96891 0.125
H 0.53882 -0.18931 3.18778 0.137
H 1.40068 2.15116 3.89685 0.148
H -0.16173 1.97754 3.11665 0.139
H 1.08964 4.52687 3.04849 0.120
H 2.12398 6.05691 1.26554 0.142
H 2.80981 4.94331 -0.95036 0.139
H 3.93133 2.68542 -1.73398 0.175
H 2.20672 2.85284 -2.27028 0.123
H 2.07776 0.79712 -2.55357 0.073
H 4.73314 0.61156 -2.03009 0.126
H 3.74904 -0.82823 -2.21304 0.120
H 4.30425 0.73880 0.45271 0.108
H 5.05689 -0.81123 -0.08928 0.137
H 2.78131 -1.70252 0.07471 0.059
N -1.96462 0.47669 1.11691 0.022
C -2.60341 -0.26882 2.11553 -0.258
C -3.31218 0.32653 3.16689 -0.041
C -4.02879 -0.47536 4.07872 -0.061
C -3.97528 -1.85980 3.93757 -0.039
C -3.15569 -2.51500 3.02021 -0.186
C -2.85415 -3.85760 3.09712 -0.014
C -2.08792 -4.47849 2.11677 -0.034
C -1.56091 -3.65815 1.10255 -0.096
N -1.73037 -2.31448 1.09176 0.096
C -2.49539 -1.72616 2.02124 -0.180
H -2.11991 0.16819 0.14057 0.038
H -2.37463 1.44276 1.14500 0.119
H -3.39126 1.42372 3.19002 0.112
H -4.60168 0.00930 4.85842 0.107
H -4.60371 -2.48485 4.52287 0.105
H -3.28383 -4.46116 3.89892 0.127
H -2.05570 -5.56962 2.00685 0.117
H -0.90116 -4.06218 0.28389 0.108
O -3.41611 -0.78605 -6.86877 0.135
C -3.53755 0.19929 -6.15900 -0.519
O -3.81684 1.44423 -6.38209 0.265
C -3.11507 0.15792 -4.67956 -0.079
C -3.98131 -0.39426 -3.74786 0.036
C -3.62444 -0.32719 -2.40223 -0.080
N -2.58956 0.39170 -1.94672 0.137
C -1.71258 0.80905 -2.88219 -0.191
C -1.89723 0.71235 -4.25315 0.095
C -0.43225 1.42567 -2.49727 -0.502
O 0.53449 1.61336 -3.32640 -0.012
O -0.24340 1.60538 -1.21923 -0.270
H -4.98292 -0.77237 -3.93790 0.136
H -4.22443 -0.80803 -1.69921 0.098
H -1.16442 1.21380 -4.80185 0.119
F -0.11306 -1.70837 -1.38103 -0.338
P 0.76860 -2.74396 -2.42727 0.327
F 1.54004 -3.69262 -3.44549 -0.102
F 1.52099 -1.34067 -2.94009 -0.191
F 0.05456 -3.99783 -1.68921 -0.152
F -0.50479 -2.43722 -3.43234 -0.156
F 2.03569 -2.86926 -1.32067 -0.213
```